Record 1
Molecular formula: C17H16N2O3S
Method: DFT, ωB97M-V/def2-TZVPD

```
! wB97M-V def2-TZVPD RIJCOSX def2/J DEFGRID3
* xyz 0 1
C 5.79 1.35 -2.05
C 4.81 2.31 -2.69
N 3.45 1.73 -2.66
C 2.91 1.28 -3.85
N 1.69 0.79 -3.97
C 0.85 0.74 -2.85
S -0.80 0.15 -2.82
C -0.87 0.49 -1.08
C -2.01 0.06 -0.25
O -2.58 0.93 0.40
O -2.25 -1.24 -0.18
C -3.09 -1.65 0.84
C -4.45 -1.87 0.66
C -5.27 -2.30 1.69
C -4.73 -2.50 2.98
C -3.39 -2.21 3.24
C -2.80 -2.44 4.60
C -2.58 -1.81 2.16
C 0.28 1.06 -0.61
C 0.53 1.41 0.79
C 1.28 1.22 -1.67
C 2.63 1.73 -1.55
O 3.06 2.15 -0.50
H 5.45 1.16 -1.02
H 5.81 0.39 -2.58
H 6.77 1.86 -2.02
H 4.84 3.29 -2.13
H 5.15 2.56 -3.72
H 3.49 1.26 -4.76
H -4.85 -1.71 -0.32
H -6.29 -2.57 1.49
H -5.39 -2.92 3.72
H -3.55 -2.66 5.32
H -2.13 -3.31 4.58
H -2.24 -1.57 4.97
H -1.52 -1.67 2.33
H 0.61 2.50 0.94
H 1.54 1.04 1.07
H -0.16 0.96 1.51
*
```

As for the highest occupied orbital energy: -0.31361 hartree. The value obtained for the largest force on an atom is 3.61 eV/Å. As for the HOMO-LUMO gap: 8.825 eV. The value obtained for the energy relative to the best compared isomer or geometry (same formula, charge and spin) is 11.5 kcal per mole. Its SMILES is CCn1cnc2sc(C(=O)Oc3cccc(C)c3)c(C)c2c1=O. The value obtained for the LUMO energy is 0.0107 Ha. The calculation puts the total energy at -37846.85979 eV.

Results of the Löwdin charge analysis, in e, for atoms 1 through 5:
1. C -0.086
2. C -0.194
3. N 0.014
4. C -0.103
5. N 0.071

=====

Record 2
Molecular formula: C17H16N2O4
Method: DFT, ωB97M-V/def2-TZVPD

```
! wB97M-V def2-TZVPD RIJCOSX def2/J DEFGRID3
* xyz 0 1
C -2.62 -4.77 1.81
O -3.45 -3.81 1.20
C -2.87 -2.66 0.75
C -3.76 -1.75 0.15
C -3.30 -0.54 -0.35
O -4.08 0.39 -0.94
C -5.46 0.13 -1.08
C -1.94 -0.23 -0.24
C -1.07 -1.13 0.35
C 0.33 -0.79 0.45
N 0.90 0.30 0.04
C 2.21 0.12 0.37
C 3.28 1.07 0.11
C 4.56 0.76 0.55
C 5.61 1.63 0.33
C 5.38 2.82 -0.32
C 4.11 3.15 -0.76
C 3.04 2.29 -0.56
O 1.78 2.54 -0.96
C 1.50 3.74 -1.63
N 2.42 -1.03 0.96
O 1.21 -1.63 1.02
C -1.53 -2.35 0.86
H -3.28 -5.59 2.08
H -2.15 -4.37 2.72
H -1.85 -5.13 1.13
H -4.79 -2.04 0.10
H -5.87 1.01 -1.58
H -5.94 0.01 -0.10
H -5.64 -0.76 -1.69
H -1.57 0.71 -0.62
H 4.71 -0.18 1.06
H 6.61 1.37 0.68
H 6.20 3.51 -0.50
H 3.97 4.09 -1.27
H 1.71 4.61 -1.00
H 0.43 3.71 -1.85
H 2.05 3.82 -2.57
H -0.82 -3.02 1.31
*
```

As for the highest occupied orbital energy: -0.30724 hartree. The value obtained for the largest force on an atom is 1.20 eV/Å. As for the HOMO-LUMO gap: 8.754 eV. The value obtained for the energy relative to the best compared isomer or geometry (same formula, charge and spin) is 72.8 kcal per mole. Its SMILES is COc1cc(OC)cc(-c2nc(-c3ccccc3OC)no2)c1. The value obtained for the LUMO energy is 0.0144 Ha. The calculation puts the total energy at -29056.94111 eV.

Results of the Löwdin charge analysis, in e, for atoms 1 through 5:
1. C -0.083
2. O -0.077
3. C -0.259
4. C 0.065
5. C -0.258

=====

Record 3
Molecular formula: C17H16N2OS
Method: DFT, ωB97M-V/def2-TZVPD

```
! wB97M-V def2-TZVPD RIJCOSX def2/J DEFGRID3
* xyz 0 1
N 2.30 2.46 0.17
C 3.55 2.15 0.57
O 4.48 2.92 0.50
C 3.73 0.72 1.07
S 2.37 0.11 2.13
C 1.27 -0.52 0.90
C 0.00 -0.06 0.66
N -0.58 -0.78 -0.35
C -1.91 -0.61 -0.90
C -2.67 0.46 -0.18
C -3.41 0.15 0.96
C -4.09 1.15 1.64
C -4.04 2.46 1.19
C -3.30 2.77 0.07
C -2.62 1.78 -0.62
C 0.32 -1.72 -0.77
C 0.21 -2.69 -1.77
C 1.28 -3.52 -1.97
C 2.45 -3.42 -1.21
C 2.57 -2.47 -0.22
C 1.50 -1.60 0.00
H 1.53 1.84 0.34
H 2.12 3.41 -0.12
H 3.81 0.05 0.21
H 4.64 0.67 1.66
H -0.54 0.72 1.16
H -2.44 -1.57 -0.82
H -1.81 -0.36 -1.96
H -3.45 -0.87 1.31
H -4.67 0.90 2.52
H -4.57 3.23 1.73
H -3.26 3.79 -0.29
H -2.04 2.02 -1.50
H -0.69 -2.78 -2.36
H 1.23 -4.28 -2.74
H 3.26 -4.11 -1.39
H 3.46 -2.40 0.38
*
```

As for the highest occupied orbital energy: -0.29568 hartree. The value obtained for the largest force on an atom is 0.65 eV/Å. As for the HOMO-LUMO gap: 8.584 eV. The value obtained for the energy relative to the best compared isomer or geometry (same formula, charge and spin) is 5.7 kcal per mole. Its SMILES is NC(=O)CSc1cn(Cc2ccccc2)c2ccccc12. The value obtained for the LUMO energy is 0.0198 Ha. The calculation puts the total energy at -33752.63080 eV.

Results of the Löwdin charge analysis, in e, for atoms 1 through 5:
1. N 0.161
2. C -0.615
3. O 0.049
4. C -0.362
5. S 0.938

=====

Record 4
Molecular formula: C17H16N4O4S
Method: DFT, ωB97M-V/def2-TZVPD

```
! wB97M-V def2-TZVPD RIJCOSX def2/J DEFGRID3
* xyz 0 1
C -5.12 -3.49 -1.03
C -5.15 -2.30 -0.14
C -4.58 -1.06 -0.25
C -5.01 -0.40 0.94
N -4.67 0.87 1.32
S -4.24 2.04 0.19
O -4.34 3.28 0.89
O -4.98 1.87 -1.02
C -2.53 1.64 -0.09
C -1.66 1.58 0.98
C -0.33 1.26 0.77
C 0.13 1.01 -0.52
N 1.45 0.70 -0.80
C 2.51 0.54 0.08
O 2.40 0.65 1.28
N 3.68 0.25 -0.58
C 4.95 0.03 -0.04
C 5.22 0.06 1.33
C 6.50 -0.17 1.78
C 7.53 -0.44 0.89
C 7.27 -0.47 -0.47
C 5.99 -0.24 -0.93
C -0.76 1.08 -1.60
C -2.09 1.39 -1.38
N -5.75 -1.19 1.67
O -5.84 -2.37 1.01
H -4.70 -4.34 -0.50
H -6.13 -3.75 -1.33
H -4.53 -3.28 -1.91
H -3.98 -0.66 -1.03
H -5.14 1.21 2.15
H -2.03 1.78 1.97
H 0.36 1.21 1.60
H 1.65 0.57 -1.79
H 3.65 0.20 -1.59
H 4.42 0.27 2.02
H 6.70 -0.14 2.84
H 8.53 -0.62 1.25
H 8.06 -0.67 -1.17
H 5.78 -0.26 -2.00
H -0.41 0.89 -2.60
H -2.79 1.46 -2.19
*
```

As for the highest occupied orbital energy: -0.31817 hartree. The value obtained for the largest force on an atom is 1.65 eV/Å. As for the HOMO-LUMO gap: 8.814 eV. The value obtained for the energy relative to the best compared isomer or geometry (same formula, charge and spin) is 31.7 kcal per mole. Its SMILES is Cc1cc(NS(=O)(=O)c2ccc(NC(=O)Nc3ccccc3)cc2)no1. The value obtained for the LUMO energy is 0.0058 Ha. The calculation puts the total energy at -42873.69021 eV.

Results of the Löwdin charge analysis, in e, for atoms 1 through 5:
1. C 0.000
2. C -0.312
3. C 0.043
4. C -0.381
5. N -0.027